Record 1
11 unconnected molecules or ions with the total composition C50H58F9N5O6, computed with the ωB97M-V functional and the def2-TZVPD basis.

LUMO energy (spin up / spin down): -2.76 / -6.83 eV
Spin multiplicity: 2
Total charge: +1
Orbital gap (spin up / spin down): 0.280 / 0.131 hartree
Total energy: -96973.00455 eV

Cartesian coordinates (Å):
1 N 33.78 -2.53 -4.63
2 C 33.19 -1.30 -4.41
3 C 33.65 -0.73 -3.23
4 C 34.57 -1.68 -2.68
5 C 34.73 -2.71 -3.62
6 H 33.66 -3.19 -5.38
7 H 32.37 -0.98 -5.03
8 H 33.28 0.19 -2.81
9 H 35.01 -1.55 -1.70
10 H 35.31 -3.62 -3.57
11 N 30.97 3.18 -0.81
12 C 30.94 4.41 -0.21
13 C 32.09 5.11 -0.50
14 C 32.90 4.24 -1.25
15 C 32.20 3.03 -1.41
16 H 30.27 2.50 -0.54
17 H 30.10 4.76 0.38
18 H 32.48 6.02 -0.07
19 H 33.93 4.36 -1.56
20 H 32.43 2.05 -1.81
21 N 32.93 -6.21 -5.48
22 C 32.48 -5.65 -6.63
23 C 33.63 -4.97 -7.13
24 C 34.76 -5.37 -6.42
25 C 34.31 -6.03 -5.32
26 H 32.36 -6.85 -4.94
27 H 31.48 -5.80 -7.01
28 H 33.74 -4.45 -8.07
29 H 35.77 -5.08 -6.69
30 H 34.81 -6.42 -4.44
31 N 29.72 2.14 -4.05
32 C 29.82 0.76 -4.27
33 C 28.58 0.19 -3.97
34 C 27.67 1.26 -3.70
35 C 28.46 2.36 -3.55
36 H 30.45 2.81 -4.24
37 H 30.73 0.30 -4.63
38 H 28.33 -0.86 -4.09
39 H 26.62 1.19 -3.49
40 H 28.25 3.37 -3.24
41 N 32.20 -0.45 -9.68
42 C 32.18 -0.89 -8.44
43 C 32.42 -2.23 -8.42
44 C 32.49 -2.67 -9.74
45 C 32.36 -1.53 -10.54
46 H 32.13 0.48 -10.08
47 H 32.08 -0.15 -7.65
48 H 32.51 -2.77 -7.48
49 H 32.58 -3.68 -10.13
50 H 32.57 -1.47 -11.60
51 C 28.46 -4.10 -3.76
52 C 27.48 -3.80 -4.74
53 C 27.86 -3.26 -5.95
54 C 29.16 -2.89 -6.16
55 C 30.10 -3.19 -5.19
56 C 29.83 -3.88 -4.00
57 H 28.05 -4.51 -2.84
58 H 26.44 -3.99 -4.55
59 H 27.13 -3.06 -6.72
60 H 29.47 -2.41 -7.08
61 H 31.11 -2.89 -5.42
62 H 30.60 -4.01 -3.25
63 C 32.73 -6.11 -1.37
64 C 33.06 -4.76 -1.32
65 C 32.14 -3.95 -0.70
66 C 30.95 -4.46 -0.27
67 C 30.56 -5.71 -0.53
68 C 31.43 -6.57 -1.10
69 H 33.52 -6.70 -1.81
70 H 34.01 -4.40 -1.67
71 H 32.30 -2.89 -0.61
72 H 30.30 -3.82 0.31
73 H 29.58 -6.01 -0.21
74 H 31.19 -7.60 -1.35
75 C 39.98 -3.20 -3.98
76 C 40.82 -2.41 -3.18
77 C 40.29 -1.35 -2.46
78 C 38.94 -0.97 -2.66
79 C 38.19 -1.77 -3.50
80 C 38.67 -2.83 -4.22
81 H 40.43 -3.95 -4.60
82 H 41.88 -2.62 -3.16
83 H 40.87 -0.80 -1.75
84 H 38.49 -0.21 -2.03
85 H 37.17 -1.44 -3.54
86 H 38.02 -3.40 -4.86
87 C 35.05 1.98 -4.77
88 C 36.18 0.97 -4.57
89 O 37.36 1.67 -4.37
90 C 38.00 2.30 -5.44
91 O 37.53 2.49 -6.57
92 C 39.42 2.76 -5.17
93 F 40.30 1.99 -5.79
94 F 39.58 4.05 -5.53
95 F 39.69 2.67 -3.84
96 H 34.11 1.49 -5.03
97 H 35.40 2.65 -5.56
98 H 34.96 2.50 -3.82
99 H 36.15 0.31 -5.44
100 H 36.09 0.37 -3.67
101 C 32.43 2.44 3.36
102 C 32.92 1.59 2.22
103 O 33.83 0.60 2.59
104 C 34.23 -0.38 1.76
105 O 33.91 -0.48 0.57
106 C 35.20 -1.34 2.45
107 F 36.44 -1.17 2.04
108 F 35.29 -1.08 3.75
109 F 34.81 -2.60 2.17
110 H 33.18 3.15 3.74
111 H 32.15 1.82 4.21
112 H 31.53 3.02 3.15
113 H 33.25 2.19 1.38
114 H 32.04 1.05 1.88
115 C 38.62 -6.69 -3.24
116 C 37.30 -6.60 -2.49
117 O 37.21 -5.30 -1.84
118 C 37.99 -5.02 -0.77
119 O 38.80 -5.81 -0.27
120 C 37.82 -3.63 -0.13
121 F 38.92 -2.89 -0.38
122 F 36.87 -2.96 -0.74
123 F 37.57 -3.70 1.22
124 H 38.64 -7.76 -3.49
125 H 39.45 -6.34 -2.63
126 H 38.49 -6.12 -4.16
127 H 37.29 -7.41 -1.77
128 H 36.41 -6.76 -3.09

=====

Record 2
A molecular structure, C50H58N4OSSc, computed with the ωB97M-V functional and the def2-TZVPD basis.

LUMO energy: -3.60 eV
Energy above the lowest of the compared OMol25 structures with the same formula, charge and spin: 0.0 kcal per mole
Spin multiplicity: 1
Total charge: +1
Orbital gap: 0.205 hartree
Total energy: -92334.10063 eV

Cartesian coordinates (Å):
1 Sc 13.51 12.78 14.08
2 C 7.11 13.85 13.85
3 C 8.20 14.37 12.93
4 C 9.56 14.43 13.55
5 C 10.12 15.42 14.30
6 C 9.59 16.74 14.68
7 C 9.47 16.91 16.21
8 C 11.38 14.98 14.78
9 N 11.63 13.73 14.25
10 C 10.50 13.35 13.52
11 C 10.32 12.18 12.75
12 C 11.27 11.16 12.69
13 C 11.09 9.93 11.98
14 C 9.93 9.66 11.03
15 C 8.67 9.36 11.81
16 C 12.16 9.11 12.32
17 C 12.99 9.81 13.20
18 C 14.15 9.29 13.77
19 C 15.13 10.05 14.47
20 N 14.98 11.39 14.86
21 C 16.09 11.71 15.64
22 C 16.27 12.90 16.38
23 C 15.32 13.94 16.47
24 N 14.20 14.08 15.63
25 C 13.48 15.23 16.09
26 C 12.22 15.72 15.63
27 C 14.25 15.88 17.12
28 C 15.42 15.15 17.27
29 C 16.56 15.38 18.22
30 C 16.58 14.35 19.36
31 C 13.87 17.13 17.82
32 C 14.24 18.41 17.01
33 C 17.02 10.60 15.59
34 C 16.41 9.57 14.86
35 C 16.84 8.16 14.66
36 C 16.33 7.21 15.73
37 C 18.38 10.65 16.16
38 C 18.42 10.38 17.63
39 N 12.45 11.08 13.45
40 C 12.35 7.68 11.90
41 C 13.48 7.50 10.87
42 H 6.18 13.78 13.28
43 H 7.36 12.89 14.31
44 H 6.95 14.54 14.70
45 H 8.30 13.67 12.08
46 H 7.92 15.36 12.53
47 H 10.17 17.53 14.23
48 H 8.60 16.86 14.22
49 H 10.30 17.56 16.60
50 H 8.53 17.42 16.50
51 H 9.55 15.94 16.70
52 H 9.46 12.16 12.08
53 H 9.77 10.49 10.31
54 H 10.14 8.82 10.37
55 H 8.33 10.20 12.42
56 H 7.86 9.03 11.13
57 H 8.86 8.59 12.56
58 H 14.39 8.23 13.65
59 H 17.21 13.09 16.86
60 H 11.90 16.70 15.90
61 H 17.48 15.25 17.65
62 H 16.53 16.41 18.67
63 H 16.25 13.35 19.06
64 H 17.57 14.22 19.86
65 H 15.87 14.60 20.17
66 H 12.79 17.09 17.97
67 H 14.40 17.19 18.80
68 H 13.87 18.43 15.97
69 H 13.72 19.26 17.55
70 H 15.31 18.59 17.00
71 H 16.54 7.87 13.64
72 H 17.94 8.15 14.68
73 H 15.24 7.20 15.75
74 H 16.66 6.18 15.55
75 H 16.71 7.46 16.75
76 H 18.99 9.90 15.66
77 H 18.89 11.61 15.88
78 H 17.67 9.64 18.01
79 H 19.40 10.00 17.97
80 H 18.17 11.30 18.21
81 H 12.47 7.04 12.79
82 H 11.34 7.37 11.51
83 H 14.37 8.13 11.07
84 H 13.78 6.47 10.78
85 H 13.09 7.75 9.87
86 O 14.10 13.26 12.15
87 S 14.06 12.56 10.79
88 C 15.86 12.40 10.29
89 C 16.56 13.56 9.68
90 C 16.88 14.72 10.40
91 C 17.71 15.71 9.86
92 C 18.29 15.53 8.65
93 C 17.86 14.47 7.86
94 C 17.01 13.49 8.35
95 C 13.34 13.71 9.49
96 C 13.19 15.19 9.69
97 C 12.23 15.69 10.58
98 C 12.09 17.08 10.70
99 C 12.90 17.95 10.02
100 C 13.87 17.44 9.20
101 C 14.02 16.06 8.99
102 H 15.82 11.50 9.62
103 H 16.29 12.15 11.27
104 H 16.49 14.80 11.40
105 H 17.96 16.58 10.49
106 H 19.08 16.18 8.30
107 H 18.23 14.40 6.86
108 H 16.71 12.64 7.69
109 H 12.33 13.27 9.35
110 H 13.93 13.50 8.57
111 H 11.55 15.05 11.12
112 H 11.37 17.54 11.35
113 H 12.87 19.04 10.13
114 H 14.48 18.18 8.72
115 H 14.76 15.74 8.31